# 1
Entry from the Open Molecules 2025 dataset: a 11-piece molecular cluster, C29H82N10O16 overall at a distorted geometry (ωB97M-V/def2-TZVPD).

```
137
Properties=species:S:1:pos:R:3:lowdin_charge:R:1
O -7.055 -0.762 0.021 -0.20
O -3.585 -2.412 -3.796 -0.21
O 2.246 -4.503 -5.070 -0.02
O 0.332 -0.323 7.984 -0.19
O 3.118 -4.607 4.667 -0.02
O -0.010 -4.696 -1.054 -0.11
O 6.761 4.394 0.612 -0.21
O 0.264 5.275 -7.556 -0.21
O -1.225 -1.933 0.883 -0.12
O 3.016 2.548 -1.356 -0.21
O 2.946 -2.260 -0.077 -0.12
O -0.921 1.982 4.551 -0.18
O -1.242 -5.034 1.626 -0.08
O -5.393 0.021 3.214 -0.15
O -0.533 3.334 -3.431 -0.19
O 0.495 -2.012 -1.280 -0.36
N -4.503 -1.470 -1.108 -0.04
N 1.074 -3.223 -3.619 0.15
N 5.852 1.067 -0.828 -0.05
N -0.102 -0.719 5.261 -0.06
N 0.786 -4.616 4.220 0.12
N -4.807 -2.159 2.775 0.09
N -3.712 -0.396 1.731 0.04
N 2.920 -4.341 -2.910 0.14
N 2.082 -2.547 4.399 0.13
N 1.059 3.156 -5.899 -0.05
C -0.027 -0.719 -0.923 -0.30
C 0.067 6.339 -6.648 -0.11
C 4.496 0.761 -0.279 -0.21
C -1.142 -0.457 4.237 -0.18
C 2.374 3.024 -0.160 -0.09
C -4.707 -0.794 2.501 -0.79
C -7.684 -1.483 1.062 -0.14
C -3.159 -3.429 -4.664 -0.13
C 2.071 -4.051 -3.948 -0.73
C 2.053 4.086 -6.382 -0.23
C -6.873 -1.529 -1.228 -0.22
C 1.325 2.566 -4.602 -0.22
C 0.075 2.178 -3.933 -0.26
C -5.621 -1.151 -1.897 -0.28
C 1.568 4.704 -7.703 -0.20
C -2.765 -2.248 -2.663 -0.22
C 6.846 5.047 1.847 -0.14
C -1.698 3.010 -2.751 -0.14
C 6.525 2.925 0.685 -0.20
C -3.231 -1.181 -1.705 -0.21
C 2.077 -4.009 4.374 -0.57
C -0.430 -1.703 6.301 -0.22
C -2.193 2.530 4.786 -0.10
C 1.145 0.015 9.077 -0.12
C -0.376 -0.812 0.578 -0.24
C 6.291 2.462 -0.698 -0.23
C -0.872 0.889 3.666 -0.26
C 0.555 -1.616 7.431 -0.22
C 3.393 1.163 -1.212 -0.21
H 0.230 -2.427 8.051 0.12
H -5.552 -0.042 -2.158 0.14
H 7.211 2.620 -1.287 0.12
H -2.723 -3.215 -2.117 0.14
H 7.394 2.455 1.215 0.13
H -0.547 5.990 -5.844 0.07
H 5.601 2.750 1.254 0.11
H 2.254 5.531 -7.928 0.11
H 2.529 0.578 -0.882 0.09
H -2.780 2.625 3.865 0.10
H -4.089 -2.885 2.631 0.09
H -4.571 -1.183 -0.122 0.08
H -1.542 0.950 2.857 0.08
H -1.384 -1.447 6.752 0.12
H 0.106 0.787 3.261 0.11
H -3.354 -4.397 -4.167 0.09
H -7.690 -1.331 -1.938 0.11
H 0.250 1.473 -3.138 0.11
H 3.775 0.874 -2.186 0.13
H 2.984 3.610 -6.604 0.11
H 1.523 3.964 -8.526 0.13
H 5.857 5.048 2.280 0.08
H -2.737 1.941 5.541 0.09
H -7.487 -0.948 1.994 0.07
H -1.728 -1.999 -3.018 0.12
H 3.057 2.823 0.689 0.07
H 2.347 4.915 -5.733 0.11
H 1.215 -1.981 4.343 0.05
H -2.535 -0.897 -0.970 0.06
H 0.695 -2.704 -4.388 0.09
H -2.190 -0.371 4.702 0.15
H -7.198 -2.474 1.100 0.08
H 0.520 -1.066 1.106 0.09
H -0.555 1.639 -4.635 0.13
H 2.141 0.346 8.800 0.08
H -8.740 -1.562 0.758 0.08
H 1.488 2.432 0.053 0.08
H -0.634 0.134 1.008 0.09
H -0.867 -0.331 -1.469 0.06
H -1.522 -4.127 1.486 0.00
H 0.724 0.057 -1.069 0.06
H 3.044 -3.622 -2.163 0.10
H 4.289 1.180 0.722 0.10
H -6.842 -2.602 -1.018 0.12
H 5.514 3.110 -1.106 0.12
H -0.496 7.105 -7.171 0.08
H 0.906 -5.472 3.674 0.09
H 1.973 1.686 -4.773 0.13
H 7.546 4.554 2.520 0.08
H -1.024 -5.483 0.799 0.01
H 0.265 -4.852 -1.953 -0.01
H 0.762 0.859 9.656 0.08
H 0.215 -4.133 3.501 0.08
H 1.884 3.247 -3.905 0.13
H -2.249 3.963 -2.486 0.10
H -2.021 -1.453 1.232 0.03
H -5.741 -2.358 3.148 0.07
H 2.876 -2.041 4.700 0.06
H 2.761 -2.815 0.696 0.03
H 3.720 -4.918 -3.123 0.09
H 1.097 -2.580 -2.813 0.05
H 1.993 -2.179 -0.415 0.01
H -3.378 -0.270 -2.364 0.12
H -1.876 3.458 5.221 0.07
H -3.796 -3.425 -5.559 0.07
H 0.111 -3.703 -0.884 0.03
H 1.545 -1.662 6.987 0.12
H -1.423 2.371 -1.884 0.09
H -5.767 -1.770 -2.787 0.11
H 7.273 6.007 1.594 0.08
H -2.096 -3.389 -5.020 0.09
H -2.456 2.370 -3.368 0.11
H 4.374 -0.341 -0.181 0.11
H 0.970 6.785 -6.219 0.09
H 6.569 0.426 -0.457 0.11
H 0.076 3.374 -5.939 0.11
H -1.214 -1.172 3.421 0.10
H -3.680 0.609 1.762 0.02
H -0.517 -2.729 5.962 0.11
H 2.069 4.085 -0.231 0.09
H 1.243 -0.805 9.773 0.08
H 0.084 0.145 5.775 0.11
```

Its LUMO energy is 3.64 eV. The net charge is -2.

***

# 2
Entry from the Open Molecules 2025 dataset: a 11-piece molecular cluster, C29H86N16O11 overall at a distorted geometry (ωB97M-V/def2-TZVPD).

```
142
Properties=species:S:1:pos:R:3:lowdin_charge:R:1
O 4.577 2.166 -0.972 -0.23
O -5.125 4.416 2.627 -0.20
O 2.736 0.467 2.036 -0.02
O 0.287 -0.462 4.457 -0.01
O 3.650 -3.871 4.416 -0.01
O 4.458 -2.493 -1.947 -0.18
O 0.121 -1.647 -1.749 -0.03
O -5.517 -1.450 1.590 -0.22
O -4.446 -2.740 -4.991 -0.20
O 1.055 -6.064 -3.236 0.00
O 0.374 6.457 1.750 -0.18
N -1.827 -0.946 3.806 0.17
N -0.329 0.107 -0.384 0.19
N 2.446 -2.456 3.074 0.15
N 2.335 -2.243 5.342 0.14
N -3.900 0.946 2.563 0.04
N -0.422 3.368 -0.066 0.04
N 4.365 2.065 1.985 0.19
N 6.850 3.355 -0.006 0.03
N -0.174 -5.039 -1.621 0.16
N 4.017 -3.105 0.752 0.03
N -4.071 0.077 -4.664 0.04
N 0.457 -3.852 -3.460 0.16
N 3.809 1.024 3.949 0.18
N -0.690 0.777 2.804 0.19
N 1.406 -1.285 0.112 0.21
N -2.735 -2.345 -0.614 0.06
C -4.614 -2.325 0.940 -0.20
C -3.769 -1.484 -0.017 -0.44
C 3.581 1.152 2.615 -0.64
C 3.399 1.422 -1.255 -0.07
C 3.919 -4.158 -0.299 -0.39
C -5.300 3.001 2.636 -0.20
C 0.402 -0.984 -0.740 -0.63
C 0.797 7.775 1.494 -0.12
C -6.347 5.123 2.662 -0.11
C 0.124 5.694 0.583 -0.21
C -3.526 -2.048 -5.809 -0.22
C -5.300 -3.606 -5.698 -0.11
C 5.762 1.536 -1.353 -0.22
C -6.426 -2.148 2.415 -0.10
C 0.511 -5.052 -2.809 -0.69
C -4.603 -0.838 -1.107 -0.05
C 0.078 4.241 1.029 -0.42
C -3.780 2.511 0.715 -0.06
C 3.518 -3.485 -1.600 -0.22
C -0.706 -0.185 3.776 -0.63
C 2.915 -2.893 4.291 -0.68
C -3.972 2.366 2.228 -0.42
C 1.420 3.649 1.441 -0.06
C -2.177 -1.194 -3.844 -0.08
C 4.257 -2.028 -3.262 -0.11
C 2.970 -5.236 0.206 -0.05
C 6.987 2.462 -1.200 -0.41
C 8.255 1.660 -0.989 -0.07
C -2.988 -0.823 -5.062 -0.42
H 0.324 3.372 -0.768 0.07
H 0.155 1.296 2.656 0.07
H 3.347 -4.218 -2.396 0.13
H -4.011 -1.769 -6.753 0.12
H -0.355 -4.171 -1.147 0.07
H -1.136 3.863 -0.603 0.07
H 2.529 2.050 -1.076 0.07
H -4.751 -4.260 -6.384 0.09
H -1.423 -1.964 -4.020 0.06
H 1.951 -1.581 3.114 0.04
H 1.776 -2.186 -0.127 0.07
H 5.958 0.592 -0.822 0.13
H -2.304 -0.377 -5.792 0.14
H 0.993 -3.699 -4.293 0.10
H 2.782 -5.987 -0.563 0.08
H 0.149 8.344 0.818 0.09
H 5.169 -1.512 -3.573 0.08
H 1.290 2.601 1.706 0.04
H -7.100 4.599 3.262 0.08
H -5.136 -3.101 0.367 0.13
H -1.181 0.316 -0.871 0.09
H -0.826 6.014 0.141 0.13
H 4.840 -3.282 1.321 0.10
H 2.023 -4.805 0.535 0.07
H -2.666 -2.696 -6.036 0.13
H -5.417 -0.280 -0.647 0.07
H 5.726 1.293 -2.427 0.13
H 4.896 2.638 2.613 0.10
H -7.028 -2.844 1.824 0.09
H -2.757 -1.717 -3.080 0.05
H 2.729 -2.347 6.259 0.10
H -3.959 -0.154 -1.660 0.07
H -4.680 0.430 2.159 0.06
H -0.183 -5.897 -1.102 0.10
H 3.403 -5.686 1.099 0.08
H 0.927 5.790 -0.162 0.13
H -5.923 -2.690 3.223 0.09
H -4.014 0.871 3.574 0.09
H -6.049 -3.048 -6.270 0.09
H 4.255 -2.239 0.268 0.07
H 3.349 0.537 -0.618 0.07
H 2.963 -2.771 2.249 0.03
H -6.736 5.229 1.645 0.09
H 6.950 3.165 -2.035 0.14
H 0.816 8.301 2.446 0.09
H -4.785 -0.491 -4.211 0.06
H 3.177 0.494 4.523 0.09
H -7.079 -1.424 2.903 0.09
H 8.299 0.981 -1.851 0.08
H 9.146 2.281 -1.039 0.08
H 6.613 2.727 0.762 0.05
H 2.524 -3.054 -1.446 0.09
H -0.043 0.727 0.351 0.05
H -4.989 -1.614 -1.770 0.09
H -5.471 2.772 3.700 0.13
H -3.246 -0.707 0.558 0.11
H 1.841 4.091 2.344 0.09
H 1.772 -0.616 0.772 0.05
H 1.805 7.774 1.062 0.09
H -4.604 2.156 0.095 0.08
H 4.365 2.128 0.973 0.07
H 4.583 1.491 4.383 0.10
H -1.735 -1.695 4.473 0.11
H -3.637 3.574 0.503 0.08
H 6.020 3.934 -0.098 0.06
H 4.918 -4.578 -0.464 0.14
H 1.723 -1.460 5.152 0.03
H -2.048 -1.760 -1.083 0.02
H -6.156 2.679 2.038 0.13
H -1.611 1.080 2.516 0.06
H 4.183 -2.868 -3.963 0.09
H -2.870 1.990 0.411 0.05
H -0.602 4.093 1.874 0.13
H 3.392 1.124 -2.307 0.09
H 2.135 3.719 0.618 0.08
H -3.142 2.910 2.682 0.14
H -4.563 0.402 -5.495 0.07
H 8.216 1.115 -0.050 0.08
H -2.645 -0.817 3.239 0.06
H 0.164 -3.048 -2.908 0.03
H -6.203 6.096 3.127 0.09
H -1.705 -0.330 -3.379 0.07
H -2.159 -2.764 0.114 0.07
H -3.951 -2.875 1.621 0.12
H -5.796 -4.233 -4.960 0.09
H 3.403 -1.355 -3.365 0.08
```

Its LUMO energy is 0.34 eV. For the relative energy (zero: lowest compared OMol25 entry of this formula, charge and spin), the calculation gives 0.0 kJ/mol. As for the SMILES: COC[C@H](C)N.COC[C@H](C)N.COC[C@H](C)N.COC[C@H](C)N.COC[C@H](C)N.COC[C@H](C)N.NC(N)=O.NC(N)=O.NC(N)=O.NC(N)=O.NC(N)=O. The net charge is 0.

***

# 3
Entry from the Open Molecules 2025 dataset: a 15-piece molecular cluster, C29H91N17O15 overall at a distorted geometry (ωB97M-V/def2-TZVPD).

```
152
Properties=species:S:1:pos:R:3:lowdin_charge:R:1
O 1.795 -0.687 9.354 0.03
O 1.610 -3.963 -6.428 -0.11
O -0.617 6.811 -3.330 -0.19
O 7.626 3.132 4.526 0.08
O -0.342 5.288 5.266 0.06
O -9.356 5.011 1.642 0.03
O 1.512 -0.504 0.835 -0.08
O 6.749 -3.207 -2.193 0.01
O -6.066 2.683 8.642 -0.07
O -6.653 -5.992 -6.128 -0.17
O -3.206 -8.256 3.743 -0.08
O 2.111 -9.101 -2.440 0.03
O 3.484 -6.165 6.342 -0.09
O -6.834 1.376 -3.262 0.03
O 6.897 10.418 -2.460 -0.16
N 9.769 2.931 3.991 0.15
N 8.935 -3.808 -2.114 0.16
N -7.170 5.494 1.891 0.16
N 8.298 1.674 3.052 0.15
N 3.068 0.306 10.907 0.16
N 1.072 -9.281 -0.436 0.15
N -8.851 2.152 -3.652 0.16
N -7.573 1.481 -5.322 0.17
N 7.518 -5.249 -2.658 0.14
N -8.530 -5.228 -9.324 0.04
N 0.482 -7.698 -1.870 0.15
N 6.032 7.148 -0.980 0.03
N 0.889 0.533 10.918 0.16
N -8.629 7.044 1.975 0.16
N -0.774 3.376 -4.898 0.02
N 1.576 4.154 5.004 0.16
N 1.357 5.476 6.702 0.14
C -7.736 -5.994 -8.293 -0.40
C 3.394 -6.202 4.904 -0.29
C 1.921 0.044 10.320 -0.80
C 4.604 -5.413 4.405 -0.11
C -0.735 -0.933 1.635 -0.08
C 0.419 -1.374 0.694 -0.34
C -7.709 1.647 -4.050 -0.81
C -6.697 -7.019 -8.930 -0.04
C -1.076 5.714 -4.147 -0.16
C -8.442 5.801 1.810 -0.82
C -5.951 1.275 8.643 -0.36
C 5.906 8.596 -1.212 -0.42
C 7.869 10.811 -3.368 -0.14
C 8.478 2.650 3.886 -0.84
C -2.999 -8.765 5.058 -0.34
C 5.917 9.259 0.164 -0.10
C -0.181 4.433 -4.176 -0.50
C -5.135 0.730 7.556 -0.10
C -0.745 6.675 -1.900 -0.09
C 0.765 5.001 5.596 -0.79
C 2.011 -4.750 -7.541 -0.29
C -3.180 -7.627 6.031 -0.10
C 1.268 -8.764 -1.645 -0.76
C -7.098 -5.200 -7.174 -0.27
C 7.685 -3.999 -2.359 -0.79
C 1.129 4.661 -4.832 -0.07
C -6.190 -5.178 -5.055 -0.11
C 0.757 -5.361 -8.269 -0.07
C 7.127 9.079 -1.998 -0.21
H 7.973 8.844 -1.352 0.12
H -0.130 -4.729 -8.295 0.07
H -7.253 -7.627 -9.645 0.07
H 2.504 -5.700 4.524 0.10
H -1.791 6.712 -1.595 0.08
H -5.457 1.105 9.600 0.11
H -8.881 2.390 -2.671 0.12
H -5.383 -4.491 -5.309 0.08
H -6.239 -4.674 -7.591 0.13
H 0.976 5.107 -5.815 0.08
H -7.820 -4.971 -9.994 0.05
H -8.449 -6.638 -7.777 0.12
H -1.613 3.235 -4.353 0.07
H 6.849 6.913 -0.434 0.07
H 1.025 1.409 11.402 0.11
H -1.325 -1.832 1.813 0.07
H 5.151 6.733 -0.713 0.07
H 2.389 -3.934 -8.157 0.10
H 7.364 1.311 2.931 0.12
H -5.054 -0.350 7.675 0.08
H -6.370 3.055 7.810 0.08
H -0.204 -0.600 2.527 0.07
H 1.688 3.751 -5.049 0.08
H -5.820 -6.580 -9.405 0.07
H -1.317 -0.073 1.305 0.07
H 9.485 -4.623 -2.344 0.11
H -6.921 0.787 8.730 0.11
H 2.762 -5.466 -7.208 0.11
H 3.313 -5.298 6.717 0.08
H 10.429 2.221 3.708 0.10
H 2.236 5.087 7.011 0.09
H 2.355 -3.649 -5.910 0.08
H -4.087 0.991 7.703 0.08
H 5.961 10.345 0.252 0.07
H -0.246 2.519 -4.825 0.08
H -2.954 -8.061 7.006 0.08
H -6.738 1.109 -5.749 0.12
H 0.599 -2.434 0.872 0.10
H -6.400 -7.623 -8.073 0.07
H -2.022 -9.238 5.158 0.11
H 2.162 -0.792 0.190 0.08
H 1.777 5.360 -4.304 0.08
H -4.152 -8.203 3.587 0.08
H 0.000 0.380 10.464 0.12
H -2.024 5.379 -3.726 0.11
H 0.611 -6.969 -2.556 0.12
H -0.301 7.576 -1.476 0.08
H 6.552 -5.494 -2.820 0.12
H -3.641 -9.605 5.320 0.11
H 0.335 -8.933 0.161 0.11
H 2.480 3.963 5.413 0.11
H 3.941 -0.140 10.665 0.12
H 8.989 1.397 2.370 0.11
H 10.032 3.698 4.593 0.11
H 4.709 -5.285 3.327 0.07
H 3.113 1.024 11.615 0.10
H -2.567 -6.779 5.726 0.08
H 0.550 -6.339 -7.834 0.06
H -5.756 -5.799 -4.272 0.09
H 7.635 11.812 -3.733 0.09
H 5.026 8.983 0.728 0.07
H 5.547 -5.866 4.713 0.07
H -8.850 -4.354 -8.932 0.05
H -6.474 6.214 2.022 0.11
H -8.273 1.889 -5.926 0.11
H -6.962 -4.565 -4.589 0.09
H 6.832 9.110 0.737 0.07
H 9.320 -2.894 -1.922 0.13
H -4.222 -7.310 5.991 0.07
H 8.899 10.762 -3.015 0.08
H -6.839 4.542 1.831 0.12
H -0.191 5.823 -1.505 0.08
H -1.273 5.976 -5.187 0.13
H 3.446 -7.227 4.537 0.11
H 0.083 -1.283 -0.339 0.10
H 1.003 -5.540 -9.315 0.06
H -9.489 2.613 -4.284 0.11
H 4.968 8.953 -1.636 0.14
H -7.815 7.642 2.001 0.11
H 0.745 5.900 7.385 0.11
H 1.211 3.688 4.186 0.12
H 1.848 -9.890 -0.220 0.12
H 7.961 10.103 -4.192 0.08
H -5.456 1.086 6.577 0.08
H 8.156 -5.991 -2.409 0.11
H -9.505 7.364 1.588 0.13
H -0.201 -7.660 -1.127 0.09
H -0.138 4.014 -3.171 0.13
H 4.636 -4.427 4.868 0.07
H 7.225 8.367 -2.818 0.12
H -7.803 -4.450 -6.815 0.12
```

Its LUMO energy is 0.11 eV. For the relative energy (zero: lowest compared OMol25 entry of this formula, charge and spin), the calculation gives 443.1 kJ/mol. The net charge is 0.

***

# 4
Entry from the Open Molecules 2025 dataset: C2AuO3 as an isolated structure at a distorted geometry (ωB97M-V/def2-TZVPD).

```
6
Properties=species:S:1:pos:R:3:lowdin_charge:R:1
Au 0.390 0.814 -0.427 1.54
O -2.148 -0.951 -0.434 0.40
O -1.075 0.795 0.474 -0.04
O 1.837 -0.442 -0.554 -0.10
C -2.034 -0.019 0.325 -0.10
C 2.676 -1.199 -0.664 0.30
```

Its spin multiplicity is 4. Its LUMO energy (spin up / spin down) is -11.63 / -17.03 eV. For the relative energy (zero: lowest compared OMol25 entry of this formula, charge and spin), the calculation gives 35.1 kJ/mol. The net charge is +2.

***

# 5
Entry from the Open Molecules 2025 dataset: C2Br3ClF2 as an isolated structure at a distorted geometry (ωB97M-V/def2-TZVPD).

```
8
Properties=species:S:1:pos:R:3:lowdin_charge:R:1
Br -1.459 -1.647 0.701 0.65
Br -0.825 2.082 -1.483 0.72
Br -0.025 -0.937 -2.234 0.72
Cl 1.422 -0.841 1.432 0.65
F -0.637 0.243 2.445 -0.11
F 1.503 0.858 -0.949 -0.12
C 0.232 0.558 -1.176 -1.35
C -0.211 -0.317 1.264 -1.15
```

Its LUMO energy (spin up / spin down) is -0.93 / -1.20 eV. For the relative energy (zero: lowest compared OMol25 entry of this formula, charge and spin), the calculation gives 303.0 kJ/mol. The net charge is 0.

***

# 6
Entry from the Open Molecules 2025 dataset: C2BrClF2O as an isolated structure at a distorted geometry (ωB97M-V/def2-TZVPD).

```
7
Properties=species:S:1:pos:R:3:lowdin_charge:R:1
Br -1.371 0.936 -1.315 0.83
Cl 1.630 1.010 -0.766 0.76
F 0.348 -1.332 -1.217 -0.21
F -0.990 -1.076 1.021 0.17
O 0.320 0.438 1.836 0.20
C -0.103 -0.148 0.931 -0.68
C 0.164 0.171 -0.489 -1.08
```

Its LUMO energy is -0.59 eV. For the relative energy (zero: lowest compared OMol25 entry of this formula, charge and spin), the calculation gives 69.6 kJ/mol. The net charge is 0.

***

The lowest net charge belongs to which entry? C29H82N10O16

***

Which of these has the lowest net charge? C29H82N10O16